(1)
Here is a molecular structure, C31H46N9O3RbS3Si from the OMol25 dataset. Energies are from the ωB97M-V functional and the def2-TZVPD basis.

The geometry in ORCA input format:
```
! RIJCOSX wB97M-V def2-TZVPD def2/J DEFGRID3
* xyz -2 1
Rb 0.99 -0.37 0.29
C 4.44 -3.05 -1.18
C 4.25 -4.40 -0.89
C 2.97 -4.91 -0.92
C 1.89 -4.05 -1.20
N 2.10 -2.77 -1.52
C 3.33 -2.30 -1.52
C 0.50 -4.50 -1.13
C 0.15 -5.87 -1.18
C -1.20 -6.20 -1.06
C -2.14 -5.21 -0.90
C -1.71 -3.86 -0.86
N -0.41 -3.56 -0.99
C -2.63 -2.75 -0.70
C -4.01 -2.93 -0.50
C -4.84 -1.84 -0.39
C -4.29 -0.56 -0.50
C -2.91 -0.47 -0.67
N -2.11 -1.50 -0.77
H 5.42 -2.60 -1.13
H 5.09 -5.04 -0.65
H 2.81 -5.95 -0.69
H 3.44 -1.27 -1.82
H 0.88 -6.64 -1.33
H -1.50 -7.24 -1.10
H -3.18 -5.48 -0.82
H -4.44 -3.92 -0.43
H -5.90 -1.96 -0.23
H -4.90 0.33 -0.46
H -2.43 0.49 -0.76
N -0.45 2.02 0.77
C -0.67 3.27 0.08
C -1.56 4.31 0.82
C -2.60 3.76 1.82
C -3.68 2.83 1.24
N -4.12 3.26 -0.06
C -5.06 4.14 -0.32
N -5.25 4.49 -1.64
N -5.97 4.61 0.62
C -1.13 2.96 -1.38
O -2.28 3.36 -1.78
O -0.32 2.39 -2.10
H -1.32 1.62 1.12
H 0.15 2.15 1.58
H 0.32 3.72 -0.07
H -2.04 4.95 0.09
H -0.89 4.94 1.41
H -3.10 4.64 2.24
H -2.09 3.24 2.63
H -4.53 2.78 1.94
H -3.30 1.81 1.12
H -3.29 3.24 -0.82
H -4.46 4.20 -2.21
H -5.52 5.45 -1.81
H -5.62 4.61 1.56
H -6.44 5.46 0.35
C 7.28 1.54 0.00
C 5.85 1.84 0.42
S 5.03 0.54 1.15
C 5.31 3.09 0.20
C 6.07 4.11 -0.62
S 3.79 3.60 0.75
H 7.54 0.55 0.36
H 7.98 2.26 0.43
H 7.39 1.56 -1.09
H 7.14 4.13 -0.39
H 5.65 5.10 -0.44
H 5.96 3.88 -1.69
S 2.47 -0.28 -4.60
C 0.86 -0.47 -4.29
N 0.22 -1.67 -4.38
C -1.16 -1.53 -3.93
C -1.37 -0.01 -3.96
N -0.03 0.52 -4.12
H 0.74 -2.49 -4.09
H -1.29 -1.94 -2.93
H -1.82 -2.05 -4.63
H -1.84 0.36 -3.05
H -1.97 0.30 -4.82
H 0.20 1.39 -3.64
C 1.13 -2.73 3.86
Si 0.80 -0.91 4.41
C 2.54 -0.29 4.93
C -0.15 -1.08 6.09
O 0.05 -0.07 3.34
H 1.38 -3.39 4.69
H 1.95 -2.77 3.15
H 0.25 -3.14 3.37
H 3.01 -0.92 5.68
H 2.49 0.72 5.33
H 3.20 -0.26 4.06
H 0.34 -1.76 6.79
H -1.16 -1.45 5.92
H -0.23 -0.11 6.58
*
```

Energy ... -93489.6420 eV
Largest force on an atom ... 2.101 eV Å⁻¹

---

(2)
Here is a molecular structure, C31H47N5OPdTe from the OMol25 dataset. Energies are from the ωB97M-V functional and the def2-TZVPD basis.

The geometry in ORCA input format:
```
! RIJCOSX wB97M-V def2-TZVPD def2/J DEFGRID3
* xyz 1 2
Pd -0.02 0.05 -0.78
N -1.81 0.10 0.16
C -2.88 0.34 -0.83
C -2.54 1.55 -1.68
N -1.29 1.29 -2.39
H -1.88 -0.84 0.58
H -1.88 0.77 0.92
H -3.85 0.48 -0.36
H -2.94 -0.55 -1.46
H -2.39 2.42 -1.04
H -3.38 1.78 -2.34
H -0.94 2.12 -2.86
H -1.44 0.60 -3.12
N 1.65 -0.21 -1.97
C 2.62 0.87 -2.32
C 3.61 1.21 -1.21
C 3.22 2.26 -0.17
C 2.15 1.85 0.82
N 0.79 2.03 0.24
H 2.15 -0.94 -1.43
H 1.31 -0.63 -2.83
H 2.08 1.77 -2.65
H 3.18 0.51 -3.17
H 4.52 1.56 -1.70
H 3.88 0.27 -0.70
H 2.92 3.19 -0.66
H 4.12 2.51 0.40
H 2.23 2.43 1.74
H 2.28 0.80 1.07
H 0.81 2.81 -0.41
H 0.15 2.30 0.97
C -8.04 -3.36 3.89
C -6.64 -3.27 3.34
C -6.19 -4.13 2.35
C -4.90 -4.06 1.84
C -4.49 -5.05 0.78
C -4.02 -3.08 2.34
Te -2.01 -3.13 1.61
N 0.22 -1.73 0.05
C 1.33 -2.40 0.22
O 2.48 -1.87 0.15
C 1.19 -3.83 0.61
C 1.73 -4.25 1.82
C 1.61 -5.58 2.20
C 0.98 -6.49 1.36
C 0.47 -6.07 0.14
C 0.56 -4.74 -0.23
C -1.07 -3.09 3.51
C -1.23 -4.23 4.31
C -2.06 -5.43 3.91
C -0.59 -4.27 5.55
C 0.22 -3.24 6.00
C 0.92 -3.31 7.33
C 0.37 -2.13 5.18
C -0.26 -2.03 3.95
C -0.06 -0.75 3.18
C -4.46 -2.18 3.31
C -3.60 -1.08 3.88
C -5.76 -2.30 3.80
H -8.57 -4.21 3.46
H -8.61 -2.46 3.67
H -8.02 -3.49 4.98
H -6.87 -4.89 1.96
H -5.34 -5.67 0.50
H -3.68 -5.70 1.12
H -4.13 -4.55 -0.13
H 2.23 -3.53 2.46
H 2.01 -5.90 3.16
H 0.90 -7.53 1.66
H -0.01 -6.79 -0.52
H 0.14 -4.41 -1.17
H -1.77 -5.80 2.93
H -3.12 -5.17 3.87
H -1.93 -6.23 4.63
H -0.71 -5.16 6.17
H 0.78 -4.29 7.80
H 0.53 -2.55 8.01
H 1.99 -3.14 7.23
H 1.01 -1.31 5.50
H 0.98 -0.42 3.26
H -0.68 0.05 3.60
H -0.29 -0.86 2.12
H -2.76 -0.86 3.23
H -3.19 -1.37 4.85
H -4.19 -0.18 4.03
H -6.09 -1.60 4.57
*
```

Energy ... -53175.1441 eV
Largest force on an atom ... 1.192 eV Å⁻¹

---

(3)
Here is a molecular structure, C31H47N9P2RuSSe from the OMol25 dataset. Energies are from the ωB97M-V functional and the def2-TZVPD basis.

The geometry in ORCA input format:
```
! RIJCOSX wB97M-V def2-TZVPD def2/J DEFGRID3
* xyz 4 1
Ru -0.36 -0.35 -0.66
C -1.45 3.03 -1.27
P -0.16 2.09 -0.42
C 1.31 2.56 -1.38
N 1.46 3.82 -1.71
C 2.58 4.16 -2.38
C 2.80 5.52 -2.73
C 3.95 5.86 -3.40
C 4.93 4.89 -3.72
C 4.75 3.57 -3.39
C 3.56 3.18 -2.71
N 3.36 1.89 -2.40
C 2.26 1.59 -1.75
P 1.93 -0.19 -1.51
C 2.55 -0.88 -3.05
C 2.94 -0.87 -0.09
C 3.44 -2.26 -0.48
C 2.01 -1.01 1.12
C 4.11 0.06 0.20
C 0.11 2.95 1.24
C -0.27 4.43 1.10
C -0.78 2.29 2.29
C 1.58 2.84 1.66
H -1.13 4.07 -1.32
H -2.40 2.96 -0.75
H -1.59 2.66 -2.29
H 2.06 6.26 -2.46
H 4.13 6.89 -3.67
H 5.82 5.19 -4.24
H 5.47 2.81 -3.65
H 3.62 -0.64 -3.07
H 2.05 -0.39 -3.89
H 2.41 -1.95 -3.10
H 2.63 -2.93 -0.80
H 3.90 -2.71 0.40
H 4.19 -2.23 -1.27
H 1.24 -1.77 0.94
H 1.54 -0.07 1.41
H 2.58 -1.35 1.99
H 4.73 0.24 -0.68
H 4.74 -0.42 0.95
H 3.79 1.03 0.60
H -1.34 4.58 0.96
H 0.27 4.92 0.29
H 0.02 4.93 2.03
H -1.84 2.35 2.04
H -0.65 2.82 3.24
H -0.50 1.25 2.44
H 2.24 3.41 1.00
H 1.93 1.81 1.72
H 1.68 3.27 2.66
N -1.27 -0.73 1.04
C -1.44 -1.15 2.13
N -1.61 -1.60 3.30
C -1.68 -0.70 4.51
C -2.96 -0.96 5.28
C -3.14 -2.44 5.60
C -3.08 -3.29 4.33
C -1.78 -3.06 3.58
H -1.61 0.33 4.16
H -0.80 -0.93 5.10
H -3.82 -0.59 4.71
H -2.91 -0.37 6.20
H -4.08 -2.60 6.11
H -2.35 -2.77 6.29
H -3.92 -3.03 3.67
H -3.16 -4.35 4.56
H -1.73 -3.60 2.64
H -0.92 -3.35 4.20
C -5.70 -1.62 -2.64
N -4.34 -1.06 -2.66
C -3.57 -0.90 -1.61
N -3.92 -1.30 -0.40
S -2.11 0.07 -1.91
H -5.94 -1.96 -3.64
H -6.42 -0.87 -2.33
H -5.75 -2.49 -1.98
H -4.01 -0.69 -3.53
H -4.84 -1.68 -0.22
H -3.34 -1.06 0.38
Se -0.32 -2.87 -4.95
N -0.53 -4.42 -4.18
C -0.53 -4.22 -2.87
C -0.65 -5.24 -1.89
C -0.62 -4.85 -0.59
C -0.48 -3.48 -0.26
N -0.36 -2.49 -1.12
C -0.37 -2.84 -2.46
N -0.24 -1.96 -3.42
H -0.77 -6.27 -2.20
H -0.69 -5.57 0.22
H -0.45 -3.21 0.79
*
```

Energy ... -143624.2788 eV
Largest force on an atom ... 1.119 eV Å⁻¹

---

(4)
Here is a molecular structure, C31H47NO3P2RuS from the OMol25 dataset. Energies are from the ωB97M-V functional and the def2-TZVPD basis.

The geometry in ORCA input format:
```
! RIJCOSX wB97M-V def2-TZVPD def2/J DEFGRID3
* xyz 1 6
Ru 0.49 -0.76 1.13
C -0.33 -2.59 2.25
C 1.05 -2.70 1.79
C 0.97 -1.20 3.59
C -0.35 -1.68 3.36
C 1.85 -1.82 2.63
C -1.47 -3.40 1.77
H -1.24 -3.87 0.81
H -2.37 -2.79 1.65
H -1.71 -4.20 2.48
C -1.57 -1.29 4.11
H -2.47 -1.50 3.52
H -1.56 -0.22 4.35
H -1.65 -1.84 5.06
C 1.40 -0.22 4.61
H 1.46 -0.67 5.61
H 0.70 0.63 4.67
H 2.38 0.21 4.36
C 3.33 -1.76 2.64
H 3.74 -2.39 3.44
H 3.69 -0.74 2.82
H 3.74 -2.12 1.70
C 1.59 -3.72 0.86
H 1.97 -4.60 1.40
H 2.43 -3.30 0.28
H 0.82 -4.06 0.16
C -1.71 0.31 -5.67
C -1.61 -1.02 -5.72
C -0.64 -1.83 -6.52
C 0.67 -1.11 -6.94
C 1.48 -0.57 -5.80
C 1.37 0.62 -5.19
C 0.42 1.73 -5.54
C -0.84 1.33 -6.34
H -1.13 -2.20 -7.44
H 0.44 -0.36 -7.71
H -0.37 -2.73 -5.95
H -0.55 1.06 -7.36
H -2.54 0.75 -5.10
H -2.38 -1.62 -5.21
H -1.45 2.25 -6.44
H 0.10 2.23 -4.61
H 2.10 0.88 -4.41
H 0.96 2.50 -6.12
H 1.29 -1.87 -7.43
H 2.28 -1.24 -5.48
P -0.72 -0.61 -0.80
P 2.04 0.71 0.29
C 0.17 0.65 -1.84
C 1.03 1.60 -1.00
H -0.59 1.21 -2.40
H 0.78 0.10 -2.57
H 1.74 2.16 -1.62
H 0.41 2.32 -0.45
C 2.77 1.97 1.33
H 3.45 1.50 2.05
H 1.96 2.47 1.88
H 3.33 2.69 0.72
C 3.38 -0.14 -0.59
H 3.82 0.53 -1.34
H 2.99 -1.04 -1.08
H 4.14 -0.43 0.14
C -2.43 -0.04 -0.62
H -2.93 -0.71 0.09
H -2.97 -0.04 -1.57
H -2.41 0.96 -0.18
C -0.75 -2.18 -1.71
H 0.25 -2.63 -1.69
H -1.06 -2.01 -2.75
H -1.45 -2.85 -1.21
O 0.32 5.03 3.41
S 0.17 3.71 3.97
O 0.95 3.34 5.12
N 0.24 2.54 2.82
C -0.91 1.93 2.57
O -1.07 1.00 1.71
C -2.00 2.39 3.49
C -3.31 1.92 3.71
C -4.08 2.51 4.71
C -3.56 3.54 5.52
C -2.24 3.97 5.34
C -1.52 3.38 4.31
H -3.67 1.10 3.10
H -5.11 2.18 4.89
H -4.16 4.01 6.29
H -1.76 4.74 5.94
*
```

Energy ... -72527.2745 eV
Largest force on an atom ... 2.930 eV Å⁻¹

---

(5)
Here is a molecular structure, C31H48AsFeGeO3Si2 from the OMol25 dataset. Energies are from the ωB97M-V functional and the def2-TZVPD basis.

The geometry in ORCA input format:
```
! RIJCOSX wB97M-V def2-TZVPD def2/J DEFGRID3
* xyz 0 2
Fe 0.42 -1.16 0.35
C 0.39 -0.91 -2.75
O -0.16 -1.75 -1.74
C 0.02 -3.13 -2.01
C 1.29 -3.60 -1.32
O 1.31 -3.17 0.04
C 0.84 -4.11 1.01
C -0.66 -4.04 1.12
O -0.95 -2.68 1.41
C -2.33 -2.44 1.65
H -0.05 -1.17 -3.72
H 0.13 0.12 -2.51
H 1.48 -1.00 -2.79
H -0.87 -3.66 -1.66
H 0.10 -3.30 -3.08
H 1.41 -4.68 -1.38
H 2.15 -3.13 -1.79
H 1.18 -5.12 0.76
H 1.29 -3.80 1.95
H -1.17 -4.36 0.21
H -0.99 -4.69 1.94
H -2.65 -2.98 2.54
H -2.44 -1.37 1.80
H -2.93 -2.76 0.79
C 3.26 1.54 4.41
Si 2.32 1.51 2.78
C 0.75 2.50 3.09
C 3.33 2.47 1.50
As 1.88 -0.73 2.24
Si 4.00 -1.31 1.44
C 4.24 -3.19 1.50
C 4.31 -0.77 -0.35
C 5.40 -0.62 2.49
H 3.50 2.57 4.69
H 4.19 0.97 4.36
H 2.65 1.11 5.20
H 1.00 3.36 3.73
H -0.01 1.91 3.61
H 0.30 2.90 2.18
H 3.44 3.51 1.82
H 2.83 2.47 0.53
H 4.33 2.05 1.36
H 3.77 -3.68 0.65
H 3.84 -3.61 2.42
H 5.31 -3.42 1.47
H 3.38 -0.85 -0.91
H 5.08 -1.37 -0.84
H 4.61 0.28 -0.39
H 5.29 -0.94 3.53
H 5.43 0.47 2.49
H 6.35 -0.99 2.12
C -0.39 0.56 0.26
Ge -1.85 1.22 -0.82
C -2.64 -0.12 -2.03
C -3.20 -1.29 -1.53
C -3.74 -2.25 -2.38
C -3.73 -2.04 -3.75
C -3.19 -0.88 -4.27
C -2.65 0.08 -3.41
C -1.17 2.68 -1.93
C 0.20 2.96 -1.96
C 0.70 4.00 -2.72
C -0.16 4.79 -3.48
C -1.52 4.53 -3.46
C -2.02 3.49 -2.69
C -3.22 1.95 0.37
C -4.02 1.12 1.16
C -4.90 1.63 2.09
C -5.00 3.01 2.26
C -4.22 3.85 1.49
C -3.34 3.33 0.56
H 0.00 1.35 0.89
H -3.21 -1.48 -0.47
H -4.18 -3.16 -1.97
H -4.15 -2.79 -4.42
H -3.18 -0.71 -5.34
H -2.22 0.98 -3.83
H 0.87 2.35 -1.37
H 1.77 4.20 -2.73
H 0.23 5.61 -4.07
H -2.20 5.14 -4.04
H -3.09 3.30 -2.69
H -3.96 0.04 1.04
H -5.51 0.96 2.69
H -5.69 3.41 3.00
H -4.30 4.93 1.62
H -2.73 4.01 -0.03
*
```

Energy ... -206562.4527 eV
Largest force on an atom ... 3.215 eV Å⁻¹